No. 1
DFT (the ωB97M-V functional and the def2-TZVPD basis) results for a structure of composition C10H28KO10 at a distorted geometry.

Output
- Electronic energy: -47624.51191 eV
- HOMO-LUMO gap: 7.804 eV
- Total charge: -1

Last column: Löwdin charge in e.
CARTESIAN COORDINATES (ANGSTROEM)
K 9.94327 10.74219 8.16685  0.90
O 8.65261 8.33182 8.47269  -0.16
O 7.55286 12.03086 8.22891  -0.23
O 12.78134 9.56194 5.79457  -0.15
O 10.19772 10.53463 5.30133  -0.13
O 14.25314 8.76003 10.48335  -0.10
O 7.85887 5.64571 7.47093  -0.05
O 12.82153 11.96231 7.92299  -0.16
O 7.62999 10.01766 6.68453  -0.37
O 12.19678 9.29290 8.34780  -0.42
O 5.19147 11.32071 6.61824  -0.09
C 12.99688 11.93590 6.51264  -0.26
C 7.81260 6.07254 8.74428  -0.33
C 9.22920 9.52574 4.96925  -0.23
C 5.25149 11.23391 8.04954  -0.26
C 7.85259 10.08000 5.28930  -0.30
C 6.15695 12.28805 8.67782  -0.21
C 13.70998 10.66383 5.95689  -0.21
C 7.59705 7.52786 8.95630  -0.26
C 12.24517 8.13046 9.14619  -0.36
C 12.82017 8.43517 10.50892  -0.23
H 4.17240 11.29474 8.30522  0.12
H 13.56557 12.91971 6.27555  0.13
H 11.07219 10.17303 5.43687  0.01
H 12.70820 8.99995 6.62111  0.08
H 7.04179 9.52666 4.75131  0.12
H 14.07232 10.89576 4.86605  0.14
H 12.65149 11.00551 8.28853  0.05
H 5.58721 10.28361 8.48900  0.11
H 9.43769 8.62720 5.61934  0.13
H 11.24722 7.68384 9.25432  0.09
H 12.31355 9.22409 11.04133  0.10
H 6.58571 7.93268 8.58362  0.15
H 5.86933 13.25394 8.25280  0.10
H 9.26348 9.20340 3.92281  0.11
H 12.84909 7.36899 8.61706  0.11
H 7.52056 11.17743 7.59129  0.00
H 8.79534 5.84964 9.22343  0.13
H 14.49120 10.36728 6.53585  0.07
H 12.74528 7.55980 11.11183  0.09
H 5.93468 10.73073 6.33775  0.04
H 7.78191 11.06860 4.89654  0.11
H 11.99381 11.96306 5.88956  0.13
H 7.60040 7.61048 10.03518  0.11
H 6.03604 12.39897 9.74864  0.10
H 14.37214 9.52321 9.89320  0.07
H 8.04260 6.36032 6.82376  0.11
H 8.29866 8.93567 7.74250  0.01
H 7.05863 5.46502 9.25702  0.12

=====

No. 2
DFT (the ωB97M-V functional and the def2-TZVPD basis) results for the molecule C6H10O.

Output
- SMILES: O[C@@H]1C=CCCC1
- Electronic energy: -8431.03493 eV
- HOMO-LUMO gap: 10.518 eV
- Energy relative to the best compared isomer or geometry (same formula, charge and spin): 19.8 kJ/mol

Last column: Löwdin charge in e.
CARTESIAN COORDINATES (ANGSTROEM)
O 0.91966 -1.54268 1.27316  -0.04
C 0.24908 -0.11146 -1.65450  -0.09
C -0.25754 -1.25190 0.52129  -0.40
C -0.76068 0.10507 0.98091  -0.16
C 0.00628 -1.23028 -0.96980  -0.04
C 0.31572 1.25663 -1.03043  -0.19
C 0.19395 1.19582 0.49622  -0.19
H -0.74929 0.08852 2.09095  0.12
H 0.38599 -0.16606 -2.73557  0.10
H 1.17972 0.95651 0.90975  0.11
H 0.73069 -1.16137 2.14695  0.09
H -1.78758 0.25869 0.62985  0.13
H -0.11531 2.16538 0.89604  0.11
H -1.01200 -2.02865 0.72301  0.14
H 1.25922 1.74804 -1.30686  0.11
H -0.08944 -2.17401 -1.50211  0.10
H -0.46848 1.89175 -1.46887  0.11

=====

No. 3
DFT (the ωB97M-V functional and the def2-TZVPD basis) results for a cluster of 2 separate species, C8H15N3O in total at a distorted geometry.

Output
- SMILES: C=NN1C[C@@H]1C.CN/C=C\C=O
- Electronic energy: -15053.70515 eV
- HOMO-LUMO gap: 9.204 eV
- Energy relative to the best compared isomer or geometry (same formula, charge and spin): 260.3 kJ/mol

Last column: Löwdin charge in e.
CARTESIAN COORDINATES (ANGSTROEM)
O 0.89742 5.16411 -0.54642  -0.03
N -0.46399 -2.60896 0.63618  -0.10
N 1.65167 2.67904 -1.37479  -0.03
N -0.24502 -1.22857 0.28999  -0.01
C 2.55002 1.74637 -2.02201  -0.09
C -0.54762 -2.82777 2.08454  -0.12
C -0.20278 4.64104 -0.38485  -0.31
C -2.50677 -4.13224 1.00792  -0.06
C -0.50267 3.25273 -0.54189  -0.10
C -1.76023 -2.83455 1.25475  -0.36
C 0.99680 -0.99929 0.29437  -0.05
C 0.36908 2.39071 -1.12174  -0.15
H 1.91611 3.61446 -1.10576  0.11
H -1.07538 5.30438 -0.08434  0.12
H -3.33212 -4.19645 1.74067  0.08
H 1.48315 -0.08118 -0.08075  0.05
H -1.85740 -5.01367 1.14941  0.08
H -0.34204 -2.00440 2.77405  0.11
H 0.02492 1.40596 -1.43339  0.12
H -0.17258 -3.81437 2.41132  0.11
H 1.65275 -1.75216 0.72795  0.08
H -1.51497 2.94052 -0.27157  0.09
H 1.91095 0.92668 -2.39527  0.08
H -2.39426 -1.94059 1.25509  0.14
H -2.93488 -4.15679 0.00054  0.07
H 3.34634 1.33798 -1.35674  0.09
H 3.05348 2.18702 -2.90728  0.09